# 1
A cluster of 3 separate species, C3H12N2O2 in total at a distorted geometry, computed with the ωB97M-V functional and the def2-TZVPD basis.

Geometry as XYZ:
```
19
Properties=species:S:1:pos:R:3
C 1.71708 -1.12206 -0.78003
C 1.72402 2.41517 0.72561
N 1.24504 -1.28072 0.40613
O 1.42519 1.10732 0.36820
H 1.39739 -0.23183 0.96310
H 0.27670 -1.60099 0.45967
H 2.66594 -0.62191 -0.89842
H 1.14326 -1.40284 -1.65905
H 0.97568 3.12260 0.33090
H 2.70225 2.74510 0.33090
H 1.75901 2.56136 1.81742
C -1.71026 0.25600 -0.25559
N -2.84940 -1.80117 -0.31549
O -1.56688 -1.16624 -0.15933
H -2.71056 -2.48656 -1.05459
H -2.99570 -2.31727 0.54989
H -0.70822 0.66955 -0.10849
H -2.10003 0.53257 -1.23849
H -2.39050 0.62192 0.51768
```

Computed properties:
**Largest force on an atom**: 1.09 eV/A
**Multiplicity**: 1
**Frontier orbital gap**: 8.35 eV

# 2
The molecule C2H2S2 at a distorted geometry, computed with the ωB97M-V functional and the def2-TZVPD basis.

Geometry as XYZ:
```
6
Properties=species:S:1:pos:R:3
C 1.00137 -0.13308 -0.22930
C -0.27420 -0.15777 0.12307
S 2.53154 -0.01768 -0.47754
S -1.88561 1.14385 -0.54420
H -1.04222 -0.92071 -0.08035
H -0.33088 0.08538 1.20831
```

Computed properties:
**Largest force on an atom**: 3.07 eV/A
**Multiplicity**: 1
**Frontier orbital gap (spin up / spin down)**: 6.16 / 6.16 eV

# 3
A structure of composition C11H26BrClFN2NbO4P at a distorted geometry, computed with the ωB97M-V functional and the def2-TZVPD basis.

Geometry as XYZ:
```
48
Properties=species:S:1:pos:R:3
C -3.17629 -1.67929 -1.62965
C -1.88049 -1.81596 -2.46391
F -2.18136 -1.70873 -3.85766
C -0.77607 -0.78713 -2.11110
Nb 0.50262 -1.55476 -0.38708
C -0.09119 0.32582 0.79705
C -0.99684 0.07482 2.00304
O -1.91451 -0.63639 1.96525
Br -0.59571 1.04259 3.71125
P 1.80514 -2.55131 1.58950
O 2.50131 -1.34119 2.55115
Cl 0.39488 -3.49829 2.86244
H -3.82416 -0.88005 -2.05539
H -3.76800 -2.62245 -1.70644
H -2.97840 -1.48699 -0.55527
H -1.47686 -2.83436 -2.29696
H -0.10750 -0.68360 -3.00297
H -1.18601 0.23426 -1.92816
H 1.95415 -0.68201 -1.03673
H 0.95817 -3.00530 -1.42927
H -0.96533 -2.48451 0.21640
H 0.83547 0.85810 1.10672
H -0.62330 1.00181 0.09006
H 2.63986 -0.55454 1.99814
C 5.06530 -0.69009 -3.89442
C 4.85268 -1.12381 -2.46493
O 3.78817 -0.97233 -1.89229
N 5.90430 -1.70330 -1.81445
C 7.23457 -1.96704 -2.32040
H 4.14649 -0.25065 -4.27462
H 5.85744 0.05936 -3.94763
H 5.32225 -1.55017 -4.51554
H 5.69022 -1.96802 -0.86469
H 7.42857 -3.04043 -2.25936
H 7.96042 -1.44243 -1.69452
H 7.35067 -1.64172 -3.35019
C -5.34105 4.96873 3.49535
C -3.98366 4.49135 3.03879
O -3.08484 5.27098 2.75680
N -3.78652 3.15163 2.94888
C -4.72500 2.08651 3.23885
H -5.34926 6.05594 3.51825
H -6.11262 4.62987 2.80203
H -5.55280 4.59832 4.49977
H -2.85901 2.89956 2.63808
H -4.30514 1.45365 4.02288
H -4.86218 1.48466 2.33870
H -5.68858 2.46892 3.56425
```

Computed properties:
**Total charge**: -1
**Largest force on an atom**: 3.06 eV/A
**Multiplicity**: 1
**Frontier orbital gap**: 6.18 eV

# 4
A structure of composition C2HO3Pm at a distorted geometry, computed with the ωB97M-V functional and the def2-TZVPD basis.

Geometry as XYZ:
```
7
Properties=species:S:1:pos:R:3
H -0.51615 -1.62111 -1.59871
O -1.81140 -0.15941 -1.07568
O 1.56218 1.06066 2.00225
O 0.45684 -0.34331 0.16542
C -0.64514 -0.64132 -1.09736
C 1.76834 -0.00826 1.65162
Pm -0.81467 1.71275 -0.04754
```

Computed properties:
**Total charge**: +2
**Largest force on an atom**: 8.86 eV/A
**Multiplicity**: 5
**⟨S²⟩**: 6.02
**Frontier orbital gap (spin up / spin down)**: 5.81 / 7.77 eV

# 5
The molecule CBrN3O2 at a distorted geometry, computed with the ωB97M-V functional and the def2-TZVPD basis.

Geometry as XYZ:
```
7
Properties=species:S:1:pos:R:3
N -2.22084 0.95651 -1.44707
C -1.25118 0.86764 -0.77299
N -0.01135 1.12093 -0.46403
N 0.70728 0.23028 0.08960
O 1.88069 0.30814 0.28987
O 0.04280 -0.99079 0.59340
Br 0.85260 -2.49271 1.71122
```

Computed properties:
**Largest force on an atom**: 5.61 eV/A
**Multiplicity**: 1
**Structure (SMILES)**: N#C/N=[N+](/[O-])OBr
**Frontier orbital gap**: 7.26 eV

# 6
The molecule C26H26N4O5 at a distorted geometry, computed with the ωB97M-V functional and the def2-TZVPD basis.

Geometry as XYZ:
```
61
Properties=species:S:1:pos:R:3
C 0.00496 -4.74438 -0.42946
N 0.06874 -3.41866 0.13698
C 0.48309 -3.19893 1.41873
O 0.79515 -4.08724 2.22269
C 0.44571 -1.70118 1.66320
C 1.80988 -1.11404 2.03394
C 2.33876 -1.66388 3.34306
C 3.59221 -2.28228 3.38315
C 4.02564 -2.90327 4.55592
C 3.22859 -2.85699 5.70673
C 2.00288 -2.18046 5.68256
C 1.56475 -1.56935 4.50378
N -0.07516 -1.18439 0.38492
C -0.27032 0.14419 0.24692
C -0.69936 0.77326 -0.88922
C -1.00438 2.16979 -1.01078
C -1.60048 2.62226 -2.30931
C -2.01023 3.94849 -2.47914
C -2.52434 4.42967 -3.70297
C -2.72791 3.58721 -4.79381
C -2.40086 2.23381 -4.64364
N -2.72535 1.32705 -5.70959
O -3.28044 1.78893 -6.73917
O -2.45563 0.11008 -5.58476
C -1.81304 1.76457 -3.42928
N -0.48895 3.57955 -0.19444
C 0.87014 3.41670 0.19912
O 1.59603 2.45001 -0.03196
C 1.19004 4.67175 0.84748
C 0.07045 5.36249 1.09714
C -1.06457 4.62511 0.59238
O -2.23389 4.79863 0.78301
C -0.32507 -2.23237 -0.61423
C 0.57426 -2.08249 -1.84531
C -1.80138 -2.33915 -1.01345
H 0.39822 -5.45999 0.29658
H -1.02625 -5.02352 -0.68510
H 0.59631 -4.80941 -1.35203
H -0.28971 -1.47354 2.45761
H 2.51874 -1.34748 1.22062
H 1.72353 -0.01628 2.09403
H 4.19548 -2.30199 2.47185
H 4.98428 -3.42343 4.56345
H 3.56335 -3.34772 6.62042
H 1.37910 -2.12819 6.57602
H 0.60911 -1.03914 4.46299
H -0.03383 0.72194 1.14013
H -0.95690 0.17550 -1.73307
H -1.46588 2.55093 0.13862
H -1.94367 4.60875 -1.63195
H -2.78105 5.48287 -3.77695
H -3.14880 3.94215 -5.73458
H -1.54244 0.70312 -3.46554
H 2.20356 4.92981 1.08823
H -0.04779 6.29612 1.62813
H 1.62782 -2.13343 -1.53681
H 0.36264 -2.89595 -2.55126
H 0.40330 -1.12758 -2.34624
H -2.38867 -2.66519 -0.14535
H -2.19330 -1.38312 -1.36535
H -1.90710 -3.07970 -1.81568
```

Computed properties:
**Largest force on an atom**: 6.14 eV/A
**Multiplicity**: 1
**Structure (SMILES)**: CN1C(=O)[C@@H](Cc2ccccc2)N(/C=C/[C@H](c2cccc([N+](=O)[O-])c2)N2C(=O)C=CC2=O)C1(C)C
**Frontier orbital gap**: 5.82 eV

# 7
The molecule C2N2OS2 at a distorted geometry, computed with the ωB97M-V functional and the def2-TZVPD basis.

Geometry as XYZ:
```
7
Properties=species:S:1:pos:R:3
N -2.89350 -0.18094 0.45213
C -1.83285 -0.09687 0.02531
N -0.60937 0.12363 -0.40772
O 0.36996 -0.84224 -0.20893
C 1.44203 -0.09248 -0.08308
S 3.03124 -0.40025 0.18137
S 0.49249 1.48914 0.04091
```

Computed properties:
**Largest force on an atom**: 3.39 eV/A
**Multiplicity**: 1
**Structure (SMILES)**: N#Cn1oc(=S)s1
**Frontier orbital gap**: 8.21 eV

# 8
The molecule C18H23N3O7S at a distorted geometry, computed with the ωB97M-V functional and the def2-TZVPD basis.

Geometry as XYZ:
```
52
Properties=species:S:1:pos:R:3
C 5.37580 -1.98440 2.59907
C 4.93743 -2.40579 1.20902
O 3.51921 -2.25418 1.12170
C 2.96225 -2.62235 -0.04760
O 3.63250 -3.06575 -0.95574
C 1.50897 -2.47121 -0.13250
C 0.66249 -1.86421 0.73196
C 1.03736 -1.20402 2.03293
O 0.94165 0.21899 1.87341
C 0.21995 0.89894 2.76755
O -0.20931 0.44452 3.79084
C 0.06669 2.35758 2.33611
N 0.08809 2.52481 0.89935
S -0.92930 1.41703 0.09626
O -1.65050 0.69134 1.11004
O -0.12063 0.69432 -0.84156
C -2.09230 2.43274 -0.78766
C -2.07624 3.80891 -0.69824
C -3.02572 4.53835 -1.39607
C -3.98371 3.89882 -2.17409
C -5.01900 4.68114 -2.92124
C -3.97694 2.50741 -2.24360
C -3.03488 1.76802 -1.55229
N -0.67689 -1.80212 0.43780
C -1.13409 -1.81665 -0.88348
O -2.21806 -1.36216 -1.18150
N -0.28796 -2.38552 -1.75617
C 0.91349 -3.09566 -1.37895
C 0.61635 -4.58303 -1.14117
H 6.45260 -2.09300 2.69012
H 5.10761 -0.94670 2.77918
H 4.89203 -2.60445 3.34922
H 5.19422 -3.45194 1.00836
H 5.40844 -1.78842 0.43607
H 2.06187 -1.44094 2.31645
H 0.34473 -1.50755 2.82779
H -0.89684 2.70731 2.71309
H 0.86254 2.95495 2.78780
H 1.01444 2.40294 0.51375
H -1.32894 4.29501 -0.09171
H -3.02118 5.61676 -1.33328
H -4.81723 5.74762 -2.87112
H -6.00502 4.49513 -2.49717
H -5.04572 4.37628 -3.96557
H -4.71878 2.00212 -2.84378
H -3.01264 0.68920 -1.58821
H -1.25161 -1.19728 1.02240
H -0.56956 -2.38769 -2.72263
H 1.64227 -3.00700 -2.19159
H -0.07927 -4.69814 -0.31352
H 0.17942 -5.02592 -2.03294
H 1.53994 -5.10418 -0.90692
```

Computed properties:
**Largest force on an atom**: 1.00 eV/A
**Multiplicity**: 1
**Structure (SMILES)**: CCOC(=O)C1=C(COC(=O)CNS(=O)(=O)c2ccc(C)cc2)NC(=O)N[C@@H]1C
**Frontier orbital gap**: 9.14 eV

# 9
A structure of composition C28H52OP2Sn at a distorted geometry, computed with the ωB97M-V functional and the def2-TZVPD basis.

Geometry as XYZ:
```
84
Properties=species:S:1:pos:R:3
Sn 1.07469 -1.21413 -2.37618
C 2.94186 3.00409 1.77408
C 2.06348 2.39325 2.71061
C 3.61983 0.82730 2.08059
C 3.96200 2.06066 1.46073
C 2.48442 1.05319 2.90842
C 2.77148 4.35038 1.18593
H 2.27538 5.02460 1.89472
H 2.13577 4.31165 0.28285
H 3.72918 4.80191 0.89211
C 5.18061 2.31294 0.66034
H 5.38927 3.38909 0.63471
H 5.06254 1.94771 -0.36955
H 6.04231 1.79635 1.11033
C 4.29133 -0.47453 1.87016
H 5.35739 -0.44868 2.12540
H 4.22609 -0.79573 0.82125
H 3.83148 -1.26592 2.46940
C 1.84757 0.12349 3.86466
H 2.10455 0.38457 4.90484
H 2.18418 -0.90102 3.67617
H 0.75100 0.17717 3.77550
C 0.92287 3.01637 3.40417
H 1.02439 2.93109 4.49696
H -0.01891 2.51798 3.13691
H 0.83315 4.08050 3.16648
C -1.70168 2.54335 -0.30729
C -1.54987 3.28723 0.80486
C -2.43338 3.16457 2.01370
C -3.08241 1.78216 2.40138
C -1.98854 0.84246 2.79872
C -1.16554 0.16514 1.97519
C -1.26405 0.03543 0.45796
C -2.08684 1.06603 -0.38454
H -3.28776 3.81898 1.78626
H -3.69065 1.42157 1.56690
H -1.89977 3.55876 2.89336
H -3.13649 0.99584 -0.08088
H -1.60638 3.03356 -1.29125
H -0.85276 4.16442 0.77867
H -2.04299 0.77375 -1.47362
H -0.21308 0.08851 0.12819
H -0.32059 -0.43178 2.39066
H -1.59204 -0.98985 0.13612
H -3.81977 1.88470 3.23386
H -1.79406 0.79742 3.89139
P -2.65809 -2.79532 -1.69188
P -1.65839 -5.30080 -0.52736
C -3.70641 -4.31171 -2.13185
C -3.04253 -5.62017 -1.72985
H -3.92507 -4.28611 -3.20963
H -4.67060 -4.21247 -1.60486
H -3.78627 -6.27832 -1.25709
H -2.61657 -6.14093 -2.59900
C -1.33619 -7.10864 -0.26966
H -0.70339 -7.22846 0.61872
H -0.81309 -7.50382 -1.15008
H -2.28421 -7.64999 -0.12679
C -2.79454 -5.19683 0.93349
H -3.60442 -5.92978 0.82047
H -3.21457 -4.19386 1.05976
H -2.20817 -5.45245 1.82448
C -2.37707 -2.24594 -3.42221
H -1.75718 -1.34279 -3.43269
H -3.33188 -2.06255 -3.92569
H -1.83704 -3.04499 -3.94477
C -4.20224 -1.90618 -1.14409
H -4.79116 -2.57948 -0.51037
H -4.78905 -1.64157 -2.03207
H -3.98927 -1.01183 -0.54960
C 2.61794 1.33047 -4.53661
C 2.35930 1.58296 -3.07180
C 3.50141 2.43133 -2.53259
C 1.06253 2.36056 -2.95873
O 2.32608 0.39676 -2.30258
H 2.76192 2.27216 -5.06779
H 1.81009 0.84047 -5.07847
H 3.50898 0.74171 -4.76184
H 3.72531 3.29924 -3.16643
H 3.25884 2.81497 -1.53802
H 4.41948 1.83994 -2.45508
H 0.19140 1.78734 -3.29848
H 0.88088 2.67637 -1.92816
H 1.11397 3.26416 -3.58200
```

Computed properties:
**Total charge**: +2
**Largest force on an atom**: 3.14 eV/A
**Multiplicity**: 1
**Frontier orbital gap (spin up / spin down)**: 4.30 / 4.33 eV

# 10
A structure of composition Cl3H4LiO2 at a distorted geometry, computed with the ωB97M-V functional and the def2-TZVPD basis.

Geometry as XYZ:
```
10
Properties=species:S:1:pos:R:3
Li -0.66794 1.01937 -0.15448
Cl -2.52459 -0.53882 0.03676
Cl 0.55432 0.70392 -2.39664
Cl -1.24807 3.05138 1.07392
O 0.84600 0.60700 1.32218
H 1.55035 -0.03168 1.43267
H 0.99299 1.24895 2.01682
O 0.24575 -2.38985 -1.01351
H 0.57244 -1.89761 -1.76664
H -0.32125 -1.77268 -0.55107
```

Computed properties:
**Total charge**: -2
**Largest force on an atom**: 1.19 eV/A
**Multiplicity**: 1
**Frontier orbital gap**: 7.05 eV

# 11
The ion C2H5NO5P with charge -1 at a distorted geometry, computed with the ωB97M-V functional and the def2-TZVPD basis.

Geometry as XYZ:
```
14
Properties=species:S:1:pos:R:3
N -0.71866 1.16825 -1.27109
C -0.82738 -0.08951 -0.55685
C -1.30608 -0.09028 0.87553
O -2.40806 -0.28968 1.31004
O 0.47956 -0.78091 -0.54142
P 1.74016 0.07463 0.07991
O 2.46083 0.71269 -1.07367
O 1.40315 0.91448 1.25110
O 2.59502 -1.30526 0.52494
H -0.38362 1.11079 -2.17204
H 0.06859 1.59590 -0.70198
H -1.33394 -0.80792 -1.32614
H -0.37553 0.09926 1.43024
H 3.05812 -1.48086 -0.37915
```

Computed properties:
**Total charge**: -1
**Largest force on an atom**: 5.61 eV/A
**Multiplicity**: 1
**Structure (SMILES)**: N[C@H](C=O)O[P@@](=O)([O-])O
**Frontier orbital gap**: 9.22 eV

# 12
A cluster of 2 separate species, C13H32FO8PSSi in total at a distorted geometry, computed with the ωB97M-V functional and the def2-TZVPD basis.

Geometry as XYZ:
```
57
Properties=species:S:1:pos:R:3
C 4.57324 2.70682 -1.18698
C 3.78327 4.04260 -1.13530
C 2.27160 3.78361 -1.50825
C 2.08011 4.06842 -3.01066
O 0.75076 4.48963 -3.40546
Si -0.50581 3.56004 -2.83688
C -1.21816 4.33761 -1.25132
O -1.65037 3.39134 -0.28710
C -2.89059 3.73727 0.32617
C -4.06054 2.87677 -0.22589
S -0.04364 1.41397 -2.64361
O 0.01484 1.03448 -1.26802
O 1.11245 1.01180 -3.38564
F -1.28600 0.57948 -3.26030
H 4.13335 1.99169 -0.47865
H 5.59743 2.90705 -0.83499
H 4.62406 2.32002 -2.21199
H 3.79481 4.49674 -0.13503
H 4.27218 4.72642 -1.84354
H 1.68470 4.43162 -0.84575
H 2.09929 2.73181 -1.23095
H 2.74376 4.91343 -3.25513
H 2.42733 3.24669 -3.65619
H -1.57762 3.65077 -3.84664
H -0.47367 5.04227 -0.83198
H -2.05881 4.97834 -1.58438
H -3.11234 4.81580 0.27796
H -2.78298 3.50826 1.39953
H -4.66369 3.46937 -0.93081
H -4.71447 2.61912 0.61760
H -3.63912 1.99134 -0.71358
C -0.86850 -1.52406 -0.13704
C -1.08216 -3.02424 -0.23842
O -0.43656 -3.72858 0.81993
P -1.12165 -3.79624 2.31240
O -2.54916 -4.11132 1.97150
O -0.65597 -5.29893 2.82124
C -1.61912 -6.18236 3.40299
C -2.09351 -7.20250 2.38413
O 0.17489 -3.15116 3.08432
C 1.51317 -3.50808 2.70806
C 2.20104 -2.32640 2.05407
H -1.05578 -1.16266 0.87776
H -1.52298 -0.99651 -0.82941
H 0.15644 -1.26328 -0.39398
H -2.14811 -3.25606 -0.27032
H -0.65249 -3.39283 -1.17144
H -2.45699 -5.62130 3.81510
H -1.13596 -6.69052 4.23989
H -2.29457 -6.74674 1.41544
H -2.99830 -7.70591 2.73036
H -1.32363 -7.96018 2.22134
H 1.52550 -4.38125 2.05994
H 2.03418 -3.78337 3.62694
H 1.53296 -1.81561 1.36370
H 3.08946 -2.64937 1.50931
H 2.50241 -1.59505 2.80597
```

Computed properties:
**Largest force on an atom**: 7.51 eV/A
**Multiplicity**: 1
**Structure (SMILES)**: CCCCO[Si@H](COCC)S(=O)(=O)F.CCOP(=O)(OCC)OCC
**Frontier orbital gap**: 9.67 eV

largest force on an atom of number 1 (C3H12N2O2)? 1.09 eV/A

largest force on an atom of number 3 (C11H26BrClFN2NbO4P)? 3.06 eV/A

Please write out number 2 again, unchanged.
The molecule C2H2S2 at a distorted geometry, computed with the ωB97M-V functional and the def2-TZVPD basis.

Geometry as XYZ:
```
6
Properties=species:S:1:pos:R:3
C 1.00137 -0.13308 -0.22930
C -0.27420 -0.15777 0.12307
S 2.53154 -0.01768 -0.47754
S -1.88561 1.14385 -0.54420
H -1.04222 -0.92071 -0.08035
H -0.33088 0.08538 1.20831
```

Computed properties:
**Largest force on an atom**: 3.07 eV/A
**Multiplicity**: 1
**Frontier orbital gap (spin up / spin down)**: 6.16 / 6.16 eV